This record from the Open Molecules 2025 dataset describes the ion C6H13N2O with charge +1 in a non-equilibrium geometry. The level of theory is ωB97M-V/def2-TZVPD.

XYZ file:
```
22
Properties=species:S:1:pos:R:3:forces:R:3
C -0.423 -0.816 -0.133 -0.129 0.079 1.919
C 0.622 0.241 -0.719 -2.051 0.601 4.151
C -0.449 2.358 -0.111 1.010 -1.276 1.174
C 0.861 0.996 1.710 -0.155 0.951 -2.153
C 0.346 -2.038 -0.075 -1.806 -3.145 -1.474
C 0.760 1.453 0.211 1.227 -1.939 -0.833
N -1.663 -0.777 -0.839 0.088 -0.819 -0.653
N -0.022 -3.154 -0.723 -0.429 2.754 0.242
O 1.070 0.031 -1.765 1.551 -0.284 -3.187
H -0.640 -0.571 0.987 0.318 -0.537 -2.154
H -0.418 3.123 0.624 -0.238 1.051 0.446
H -1.369 1.770 0.093 0.393 0.601 -0.507
H -0.321 2.754 -1.092 -0.520 0.269 -0.731
H 1.079 1.973 2.195 -0.368 -1.224 0.597
H -0.086 0.467 1.898 0.473 1.110 1.225
H 1.667 0.260 1.768 0.112 0.334 0.476
H 1.224 -2.075 0.543 0.526 -0.008 -0.085
H 1.789 1.703 -0.118 -0.685 1.324 0.252
H -2.113 0.062 -0.529 -0.713 0.132 -0.158
H -0.993 -3.105 -1.193 2.132 -0.369 0.726
H 0.648 -3.923 -0.872 -0.869 0.344 0.264
H -1.568 -0.729 -1.860 0.135 0.052 0.464
```
Forces are in eV/Å.

2S+1 ... 1
LUMO energy ... -4.847 eV
Structure (SMILES) ... CC(C)C(=O)[C@@H](N)C=[NH2+]
Charge ... +1
HOMO level ... -13.26 eV
Energy above the lowest of the compared OMol25 structures with the same formula, charge and spin ... 236.19 kJ/mol